ORCA calculation (the ωB97M-V functional and the def2-TZVPD basis) on 15 unconnected molecules or ions with the total composition C55H148N8O7 in a non-equilibrium geometry.

**2S+1**: 1
**HOMO-LUMO gap**: 8.69 eV
**LUMO energy**: 0.443 eV
**Net charge**: 0

Atoms and positions in Å:
C: 5.173 -7.505 -3.725
C: 4.120 -6.612 -3.159
N: 4.330 -6.365 -1.753
C: 3.847 -7.470 -0.928
C: 4.454 -7.432 0.486
C: 3.698 -5.070 -1.429
C: 4.615 -3.931 -1.859
H: 5.048 -8.536 -3.393
H: 6.198 -7.228 -3.483
H: 5.227 -7.575 -4.811
H: 4.080 -5.715 -3.777
H: 3.121 -7.033 -3.271
H: 2.764 -7.389 -0.835
H: 4.076 -8.447 -1.353
H: 3.976 -6.585 0.979
H: 4.345 -8.405 0.967
H: 5.505 -7.151 0.418
H: 3.494 -4.989 -0.361
H: 2.721 -4.914 -1.888
H: 4.176 -2.980 -1.560
H: 4.750 -3.952 -2.941
H: 5.603 -4.161 -1.460
C: 0.436 2.256 -4.849
C: 0.478 3.499 -3.949
N: -0.279 3.393 -2.694
C: 0.240 2.327 -1.761
C: 1.719 2.471 -1.302
C: -0.148 4.711 -2.007
C: -1.145 4.849 -0.845
H: 1.045 1.442 -4.457
H: 0.828 2.413 -5.854
H: -0.599 1.955 -5.013
H: 1.514 3.773 -3.748
H: -0.023 4.323 -4.459
H: -0.463 2.354 -0.928
H: 0.144 1.360 -2.253
H: 2.074 1.547 -0.846
H: 2.423 2.585 -2.126
H: 1.913 3.214 -0.528
H: -0.384 5.511 -2.709
H: 0.844 4.860 -1.582
H: -1.205 5.881 -0.499
H: -0.934 4.208 0.010
H: -2.131 4.634 -1.257
C: 0.232 5.027 5.406
C: 0.658 5.662 4.050
N: -0.475 6.238 3.253
C: -1.452 5.235 2.871
C: -2.791 5.728 2.407
C: -0.066 7.008 2.049
C: 0.966 8.112 2.270
H: -0.655 5.535 5.785
H: 1.041 5.033 6.136
H: 0.003 3.979 5.216
H: 1.380 6.445 4.282
H: 1.117 4.920 3.396
H: -1.063 4.412 2.272
H: -1.705 4.645 3.751
H: -3.411 4.841 2.275
H: -3.332 6.359 3.112
H: -2.845 6.186 1.419
H: -0.940 7.517 1.644
H: 0.330 6.335 1.288
H: 0.660 8.757 3.094
H: 1.006 8.688 1.346
H: 1.930 7.714 2.587
C: 8.111 2.140 4.933
C: 7.559 2.394 3.568
N: 6.116 2.518 3.520
C: 5.626 3.568 4.440
C: 4.087 3.599 4.508
C: 5.702 2.810 2.154
C: 5.578 1.532 1.285
H: 7.376 1.601 5.530
H: 8.292 3.093 5.429
H: 9.092 1.666 4.934
H: 8.128 3.224 3.149
H: 7.782 1.489 3.002
H: 6.060 4.546 4.232
H: 5.882 3.245 5.449
H: 3.759 3.898 5.503
H: 3.609 2.639 4.313
H: 3.629 4.287 3.798
H: 4.749 3.335 2.092
H: 6.335 3.558 1.676
H: 6.550 1.103 1.038
H: 4.992 0.778 1.809
H: 5.060 1.856 0.382
C: -8.331 -3.946 1.884
C: -7.197 -4.781 1.247
N: -7.563 -5.382 -0.050
C: -8.736 -6.271 0.102
C: -9.004 -7.068 -1.171
C: -6.325 -6.054 -0.592
C: -5.271 -4.959 -0.979
H: -8.045 -3.476 2.825
H: -9.155 -4.640 2.052
H: -8.654 -3.211 1.147
H: -6.341 -4.120 1.106
H: -6.858 -5.600 1.881
H: -8.608 -6.987 0.914
H: -9.635 -5.694 0.318
H: -8.974 -6.400 -2.032
H: -8.227 -7.804 -1.379
H: -9.975 -7.562 -1.148
H: -6.561 -6.542 -1.538
H: -5.837 -6.732 0.108
H: -4.638 -4.481 -0.231
H: -5.682 -4.146 -1.579
H: -4.479 -5.357 -1.613
C: 2.967 -2.278 1.055
C: 2.238 -2.119 2.363
N: 1.365 -0.924 2.343
C: 0.407 -0.892 3.478
C: -0.600 -2.059 3.414
C: 2.148 0.377 2.301
C: 1.306 1.630 2.233
H: 2.287 -2.527 0.241
H: 3.593 -3.170 1.076
H: 3.533 -1.419 0.695
H: 1.642 -3.019 2.512
H: 3.022 -2.123 3.120
H: 0.979 -0.815 4.403
H: -0.125 0.059 3.446
H: -1.007 -2.238 2.418
H: -0.186 -3.005 3.762
H: -1.453 -1.889 4.071
H: 2.773 0.338 1.409
H: 2.833 0.330 3.148
H: 0.843 1.954 3.164
H: 0.465 1.570 1.542
H: 1.962 2.432 1.892
C: -7.367 -0.347 1.754
C: -6.558 0.776 1.036
N: -5.329 0.252 0.474
C: -5.340 -0.852 -0.480
C: -6.319 -0.548 -1.625
C: -4.487 1.306 -0.171
C: -3.929 2.321 0.874
H: -7.862 -1.033 1.067
H: -8.147 0.118 2.357
H: -6.785 -0.925 2.471
H: -7.140 1.278 0.263
H: -6.342 1.591 1.726
H: -4.401 -1.186 -0.920
H: -5.706 -1.707 0.089
H: -6.430 -1.438 -2.244
H: -7.271 -0.279 -1.168
H: -6.022 0.341 -2.182
H: -5.079 1.775 -0.957
H: -3.623 0.873 -0.675
H: -3.204 1.863 1.547
H: -4.774 2.739 1.421
H: -3.363 3.063 0.311
C: 4.822 -0.492 -3.005
C: 4.232 0.803 -3.419
N: 5.125 1.586 -4.274
C: 4.545 2.956 -4.401
C: 5.019 3.812 -3.200
C: 5.247 0.986 -5.602
C: 6.544 1.435 -6.235
H: 4.763 -1.219 -3.814
H: 4.304 -0.884 -2.130
H: 5.880 -0.427 -2.750
H: 3.272 0.657 -3.915
H: 4.151 1.309 -2.457
H: 3.460 2.984 -4.500
H: 4.845 3.441 -5.330
H: 4.446 4.726 -3.044
H: 6.082 4.051 -3.183
H: 4.906 3.221 -2.291
H: 5.256 -0.101 -5.522
H: 4.414 1.288 -6.237
H: 6.748 0.894 -7.159
H: 6.599 2.476 -6.554
H: 7.394 1.366 -5.556
C: -3.483 3.895 -3.981
O: -2.961 2.818 -3.216
H: -2.749 4.643 -4.282
H: -3.763 3.508 -4.961
H: -4.328 4.392 -3.505
H: -2.060 3.030 -2.961
C: -4.203 -2.420 2.441
O: -3.913 -1.056 2.596
H: -3.819 -3.139 3.165
H: -5.269 -2.586 2.593
H: -4.010 -2.683 1.401
H: -4.431 -0.555 1.962
C: -3.073 1.450 4.330
O: -2.214 2.402 4.988
H: -3.505 0.687 4.978
H: -3.901 1.800 3.715
H: -2.380 0.868 3.722
H: -1.476 1.882 5.314
C: -1.027 -4.812 -0.193
O: -0.061 -5.783 -0.393
H: -2.016 -5.265 -0.130
H: -0.929 -4.286 0.757
H: -0.963 -4.070 -0.989
H: -0.028 -6.327 0.397
C: 1.046 -2.542 -2.696
O: 1.231 -1.134 -2.663
H: 0.047 -2.741 -3.083
H: 1.640 -3.147 -3.382
H: 1.212 -2.975 -1.710
H: 0.849 -0.808 -1.845
C: -2.160 -0.748 -3.969
O: -3.291 0.035 -3.988
H: -2.339 -1.655 -3.392
H: -1.851 -0.993 -4.985
H: -1.336 -0.300 -3.413
H: -3.089 0.947 -3.766
C: -1.218 -0.585 0.158
O: 0.140 -0.385 -0.051
H: -1.807 -0.240 -0.691
H: -1.409 -1.657 0.197
H: -1.456 -0.119 1.115
H: 0.543 -0.570 0.800

Löwdin atomic charge list, values in e, 5 entries: -0.0958 -0.2900 -0.1815 -0.2524 -0.0790

---

ORCA calculation (the ωB97M-V functional and the def2-TZVPD basis) on a molecular structure, C3H6N2O in a non-equilibrium geometry.

**2S+1**: 1
**ΔE to the lowest compared entry with this formula, charge and spin**: 5.022 eV
**HOMO-LUMO gap**: 9.22 eV
**LUMO energy**: -0.281 eV
**Net charge**: 0

Atoms and positions in Å:
C: -1.005 0.555 0.838
C: 0.421 0.247 0.472
C: 1.411 1.120 -0.314
N: -0.791 -0.165 -0.271
N: -1.094 -1.988 -0.386
O: -1.857 1.006 1.547
H: 0.844 -0.329 1.345
H: 1.438 2.257 -0.068
H: 1.233 0.991 -1.459
H: 2.322 0.645 -0.096
H: -0.822 -2.243 -1.346
H: -2.099 -2.096 -0.262

natural (NBO) atomic charge list, values in e, 5 entries: 0.6620 -0.1582 -0.6338 -0.2931 -0.6648

---

ORCA calculation (the ωB97M-V functional and the def2-TZVPD basis) on a molecular structure, C33H41As2OPZn in a non-equilibrium geometry.

**2S+1**: 1
**HOMO-LUMO gap**: 7.74 eV
**LUMO energy**: -6.351 eV
**Net charge**: +2

Atoms and positions in Å:
Zn: -0.486 0.251 -0.706
C: -2.591 -0.126 2.646
As: -0.809 0.394 1.909
C: 0.371 -0.189 3.406
C: -1.010 2.292 2.378
C: -1.300 2.647 3.697
C: -1.845 3.928 3.983
C: -1.939 4.877 2.990
C: -1.580 4.544 1.661
C: -1.109 3.271 1.344
As: -0.570 2.807 -0.496
C: -2.044 3.723 -1.445
C: 0.818 4.192 -0.768
H: -2.626 0.108 3.692
H: -2.752 -1.188 2.489
H: -3.376 0.402 2.108
H: 0.913 0.664 3.832
H: 1.111 -0.910 3.026
H: -0.221 -0.665 4.167
H: -1.150 1.848 4.457
H: -2.126 4.153 5.039
H: -2.400 5.872 3.184
H: -1.732 5.256 0.812
H: -1.831 4.779 -1.524
H: -2.983 3.587 -0.930
H: -2.165 3.269 -2.418
H: 0.461 5.167 -0.413
H: 1.079 4.265 -1.800
H: 1.729 3.883 -0.210
C: 2.113 -1.892 -0.932
P: 1.870 -0.065 -0.909
C: 3.093 0.366 0.385
C: 4.331 -0.290 0.416
C: 5.224 -0.054 1.479
C: 4.929 0.871 2.456
C: 3.785 1.642 2.339
C: 2.852 1.354 1.360
C: 2.732 0.463 -2.428
C: 2.395 -0.189 -3.639
C: 3.077 0.123 -4.819
C: 4.184 0.971 -4.772
C: 4.523 1.614 -3.581
C: 3.757 1.415 -2.435
H: 1.273 -2.345 -1.451
H: 2.066 -2.204 0.103
H: 3.093 -2.190 -1.345
H: 4.660 -0.907 -0.425
H: 6.131 -0.644 1.560
H: 5.621 1.027 3.280
H: 3.576 2.469 3.048
H: 1.891 1.853 1.385
H: 1.630 -0.966 -3.602
H: 2.748 -0.303 -5.777
H: 4.803 1.109 -5.664
H: 5.386 2.243 -3.538
H: 4.005 1.993 -1.547
C: -1.780 -6.423 0.121
C: -2.285 -5.058 -0.287
C: -1.753 -4.415 -1.414
C: -2.078 -3.140 -1.813
C: -1.516 -2.585 -3.079
C: -3.054 -2.421 -1.023
C: -3.205 -1.026 -1.004
O: -2.323 -0.135 -1.410
C: -3.737 -3.116 0.023
C: -4.888 -2.484 0.754
C: -3.321 -4.396 0.387
H: -0.789 -6.645 -0.297
H: -2.465 -7.231 -0.211
H: -1.663 -6.503 1.195
H: -1.034 -5.016 -2.015
H: -1.971 -3.046 -3.931
H: -0.453 -2.839 -3.159
H: -1.611 -1.494 -3.210
H: -4.204 -0.632 -0.718
H: -4.663 -1.497 1.188
H: -5.227 -3.127 1.568
H: -5.735 -2.439 0.057
H: -3.829 -4.898 1.224

Löwdin atomic charge list, values in e, 5 entries: 0.3339 -0.2537 1.1591 -0.2541 -0.4376

---

ORCA calculation (the ωB97M-V functional and the def2-TZVPD basis) on 2 unconnected molecules or ions with the total composition C9H21N6O4S in a non-equilibrium geometry.

**2S+1**: 1
**HOMO-LUMO gap**: 3.13 eV
**LUMO energy**: 1.085 eV
**Net charge**: -1

Atoms and positions in Å:
N: 2.120 -2.395 0.591
C: 1.937 -1.499 1.477
N: 2.926 -0.503 1.647
N: 0.844 -1.380 2.380
C: -0.502 -1.449 1.766
C: -1.235 -0.110 1.595
C: -0.398 1.124 1.220
C: -0.655 1.497 -0.235
C: -0.059 0.454 -1.168
C: -0.848 0.181 -2.433
C: -0.255 -1.067 -3.061
N: 1.234 -0.922 -3.216
C: 1.895 -0.150 -2.307
N: 3.191 -0.400 -2.119
N: 1.313 0.872 -1.646
H: 1.327 -3.033 0.618
H: 2.647 0.071 2.432
H: 2.997 0.069 0.821
H: 0.929 -2.031 3.147
H: -1.106 -2.072 2.427
H: -0.482 -1.993 0.815
H: -1.946 -0.236 0.779
H: -1.836 0.125 2.470
H: 0.667 1.027 1.463
H: -0.807 1.968 1.785
H: -1.735 1.541 -0.385
H: -0.255 2.488 -0.465
H: 0.069 -0.468 -0.596
H: -1.887 0.046 -2.144
H: -0.745 1.022 -3.117
H: -0.677 -1.254 -4.044
H: -0.451 -1.910 -2.399
H: 1.629 -1.851 -3.114
H: 3.743 0.225 -1.560
H: 3.653 -1.165 -2.574
H: 1.893 1.098 -0.844
O: -4.950 3.324 1.601
S: -3.845 2.429 2.006
O: -3.917 1.137 1.236
O: -3.907 2.131 3.460
O: -2.515 3.061 1.688

natural (NBO) atomic charge list, values in e, 5 entries: -0.7377 0.5938 -0.8308 -0.7134 -0.2134

---

ORCA calculation (the ωB97M-V functional and the def2-TZVPD basis) on a molecular structure, C17H22N3O7STa in a non-equilibrium geometry.

**2S+1**: 1
**ΔE to the lowest compared entry with this formula, charge and spin**: 0.803 eV
**HOMO-LUMO gap**: 8.06 eV
**LUMO energy**: -7.610 eV
**Net charge**: +2

Atoms and positions in Å:
Ta: 0.130 0.159 -0.001
C: 1.407 -2.219 1.499
C: 1.744 -0.969 2.004
C: 2.220 -0.137 0.937
C: 2.166 -0.934 -0.246
C: 1.642 -2.202 0.117
H: 0.973 -3.035 2.054
H: 1.636 -0.658 3.035
H: 2.842 0.740 1.053
H: 2.648 -0.690 -1.183
H: 1.401 -3.001 -0.569
N: -2.077 1.020 -0.297
C: -3.120 0.395 0.570
C: -3.404 -1.023 0.105
C: -2.146 -1.799 -0.163
O: -2.047 -2.749 -0.882
O: -1.037 -1.286 0.454
H: -2.019 2.012 -0.079
H: -2.391 0.973 -1.267
H: -4.038 0.980 0.544
H: -2.741 0.408 1.591
H: -3.998 -1.051 -0.810
H: -3.985 -1.562 0.858
O: 0.628 1.886 -5.781
C: 0.229 0.624 -5.705
O: 0.127 -0.091 -6.656
C: 0.022 0.027 -4.338
C: -0.374 -1.296 -4.175
N: -0.485 -1.537 -2.868
N: -0.184 -0.448 -2.146
C: 0.134 0.503 -3.037
C: 0.537 1.799 -2.449
O: 0.756 2.797 -3.066
O: 0.612 1.710 -1.105
H: 0.700 2.323 -4.913
H: -0.583 -2.039 -4.929
H: -0.836 -2.368 -2.396
O: -0.212 1.488 1.502
S: 0.781 2.446 2.281
C: -0.204 2.894 3.743
C: -0.601 4.366 3.587
C: -0.715 4.639 2.091
C: 0.548 4.043 1.480
H: 0.387 2.673 4.630
H: -1.054 2.213 3.701
H: 0.165 5.006 4.027
H: -1.531 4.556 4.120
H: -0.779 5.702 1.868
H: -1.605 4.160 1.675
H: 1.440 4.615 1.748
H: 0.554 3.875 0.404

natural (NBO) atomic charge list, values in e, 5 entries: 2.3123 -0.2220 -0.1145 -0.5084 -0.4377

---

ORCA calculation (the ωB97M-V functional and the def2-TZVPD basis) on a single C6H10OS2 molecule in a non-equilibrium geometry.

**2S+1**: 1
**ΔE to the lowest compared entry with this formula, charge and spin**: 3.220 eV
**HOMO-LUMO gap (alpha / beta)**: 5.58 / 5.58 eV
**LUMO energy (alpha / beta)**: -1.225 / -1.226 eV
**Net charge**: 0

Atoms and positions in Å:
C: -0.296 -0.188 -1.109
C: -1.253 0.419 -0.234
C: 1.043 -0.575 -0.679
C: 1.556 0.488 0.239
C: -2.597 0.674 -0.835
C: 2.212 0.274 1.510
O: -0.920 0.727 0.927
S: 1.085 -2.283 0.047
S: 1.618 1.959 -0.614
H: -0.663 -0.507 -2.146
H: 1.773 -0.635 -1.479
H: -2.646 1.320 -1.650
H: -3.375 0.867 -0.134
H: -2.751 -0.347 -1.074
H: 3.292 -0.099 1.341
H: 1.562 -0.369 2.130
H: 2.497 1.148 1.977
H: 0.210 -2.032 0.864
H: 2.211 2.682 0.281

natural (NBO) atomic charge list, values in e, 5 entries: -0.5652 0.4683 -0.4539 0.2350 -0.6886

---

For each record above, in turn, the calculated E values are -3148.77527; -302.50854; -7949.02927; -1383.17410; -1806.76759; -1106.09003 hartree.